DFT (the ωB97M-V functional and the def2-TZVPD basis) results for C5H13NS2 in the gas phase in a non-equilibrium geometry.

```
21
Properties=species:S:1:pos:R:3:forces:R:3
H 0.5987 -0.8770 0.4449 -0.2 -0.6 0.1
H 1.2853 1.9005 -0.4510 0.0 0.1 -0.6
H -2.6185 0.9333 -0.5781 -0.3 0.1 -0.1
C 0.5534 1.1018 -0.3802 -1.1 -0.8 0.4
H 1.9203 0.2002 0.8682 0.5 -0.7 -0.1
H 1.3212 -1.1167 -1.8484 0.2 -0.6 -0.3
H 2.9196 -2.8672 -0.1193 -0.4 0.2 -0.1
H -0.0115 0.9332 -1.3071 0.7 0.1 -0.3
H 2.6016 0.0569 -1.6457 -0.1 0.3 -0.2
C -1.4330 0.7339 1.1758 0.2 0.0 0.1
H -2.7120 -2.1757 0.0934 0.1 -0.1 0.0
H -3.4184 -0.0777 0.6576 -0.1 0.3 0.2
S 3.4693 -1.7863 -0.6921 0.3 -0.4 -0.3
S -1.9409 -1.3661 -0.6385 -0.2 0.3 0.0
C -2.4763 0.1969 0.2021 0.7 -0.7 -0.4
C 1.3127 -0.1846 0.0436 -0.4 1.8 0.1
N -0.4642 1.6017 0.5465 0.2 0.7 -0.1
H -0.9319 -0.0959 1.6879 -0.3 -0.1 0.2
H -1.9526 1.3502 1.9114 0.0 -0.1 0.1
C 2.0618 -0.7462 -1.1520 0.2 0.4 1.1
H -0.0845 2.2848 1.1808 0.0 -0.1 0.2
```
Forces are in eV/Å.

Its gap between HOMO and LUMO is 0.339 Eh. Its charge is 0. The LUMO energy comes out at 0.73 eV. The structure (SMILES) is SCCCNCCS. Its energy above the lowest of the compared OMol25 structures with the same formula, charge and spin is 0.913 eV.